The following is a quantum chemistry calculation of a structure of composition C24H22Cl2PRe in a non-equilibrium geometry, from the OMol25 dataset.

```
! wB97M-V def2-TZVPD RIJCOSX def2/J DEFGRID3
* xyz 1 4
Re 0.126 -0.750 2.759
Cl 1.663 -2.996 4.910
Cl -1.922 -1.848 2.178
P -0.182 -0.097 0.017
C -0.557 2.331 -1.496
C -1.226 -1.153 -1.068
C -2.831 3.025 -0.035
C 2.046 -0.482 3.591
C 3.519 0.953 -1.464
C 1.854 0.368 2.468
C -1.299 3.466 -1.846
C -1.033 -2.545 -0.963
C 0.795 -2.677 3.392
C -0.955 1.526 -0.417
C -2.833 -1.539 -2.851
C 2.361 0.842 -0.698
C 2.449 -0.294 -3.226
C -2.434 3.821 -1.120
C -2.102 1.886 0.321
C 1.276 0.050 -1.122
C -2.126 -0.658 -2.023
C 1.065 -0.147 4.577
C 1.320 -0.486 -2.417
C -2.665 -2.916 -2.728
C -1.762 -3.414 -1.776
C 3.565 0.398 -2.752
C 0.304 0.963 4.094
C 0.760 1.266 2.769
H -3.216 -3.600 -3.375
H 2.445 0.309 1.569
H -2.414 1.263 1.160
H -0.328 -2.935 -0.231
H 0.471 -1.045 -2.805
H 1.000 -0.552 5.575
H 4.450 0.531 -3.374
H -0.441 1.500 4.657
H 0.328 2.069 -2.073
H 1.408 -3.100 2.602
H -0.128 -3.243 3.480
H -2.276 0.414 -2.126
H 2.860 -1.185 3.647
H -0.982 4.067 -2.701
H -1.627 -4.487 -1.672
H 2.449 -0.697 -4.239
H -3.516 -1.130 -3.596
H 2.308 1.394 0.238
H -3.720 3.292 0.530
H 0.393 2.053 2.131
H -3.019 4.699 -1.404
H 4.375 1.491 -1.065
*
```

Summary:
HOMO-LUMO gap (alpha / beta)   7.80 / 6.54 eV
Molar mass   598.5 g mol⁻¹
<S²>   3.76
HOMO level (alpha / beta)   -0.4174 / -0.4432 Ha
DFT total energy   -61700.3310 eV
Energy above the lowest of the compared OMol25 structures with the same formula, charge and spin   1.3000 eV



The following is a quantum chemistry calculation of a cluster of 2 separate species, C4H11N2 in total in a non-equilibrium geometry, from the OMol25 dataset.

```
! wB97M-V def2-TZVPD RIJCOSX def2/J DEFGRID3
* xyz 1 1
N 0.746 -0.001 -3.131
N -1.492 -1.253 0.337
C 0.412 0.054 1.311
C -0.436 1.271 1.758
C -0.207 -1.054 0.613
C 1.119 -0.410 -1.973
H -2.125 -0.471 0.527
H 0.993 -0.314 2.191
H -1.875 -2.004 -0.177
H -1.155 0.955 2.485
H -1.009 1.460 0.870
H 0.459 -1.806 0.383
H 0.237 1.982 1.988
H 1.330 0.201 0.876
H 1.157 0.495 -3.894
H 2.173 -0.280 -1.636
H -0.227 -0.176 -3.427
*
```

Summary:
HOMO-LUMO gap   8.08 eV
Molar mass   87.1 g mol⁻¹
HOMO level   -0.4449 Ha
DFT total energy   -7296.8478 eV
Energy above the lowest of the compared OMol25 structures with the same formula, charge and spin   4.1002 eV



The following is a quantum chemistry calculation of an isolated molecule of C5H8N2 in a non-equilibrium geometry, from the OMol25 dataset.

```
! wB97M-V def2-TZVPD RIJCOSX def2/J DEFGRID3
* xyz 0 1
N 2.049 -0.677 -1.649
N -1.445 -0.797 -1.412
C 1.253 0.655 0.663
C -0.552 0.719 1.709
C -0.224 0.596 0.304
C -0.348 -0.690 -0.491
C 1.049 -0.653 -1.060
H -0.395 -1.535 0.209
H -1.027 1.615 2.115
H -1.320 -0.160 -2.192
H 1.809 -0.130 1.171
H -0.496 1.497 -0.253
H -0.730 -0.184 2.302
H 1.922 1.424 0.241
H -1.510 -1.736 -1.787
*
```

Summary:
HOMO-LUMO gap   8.80 eV
Molar mass   96.1 g mol⁻¹
HOMO level   -0.3027 Ha
DFT total energy   -8290.7543 eV
Energy above the lowest of the compared OMol25 structures with the same formula, charge and spin   4.2420 eV



The following is a quantum chemistry calculation of an isolated molecule of C3HIN2O in a non-equilibrium geometry, from the OMol25 dataset.

```
! wB97M-V def2-TZVPD RIJCOSX def2/J DEFGRID3
* xyz 0 3
I 2.607 -1.626 0.086
O 0.134 2.778 -0.111
N -1.167 0.982 0.438
N -1.302 -0.305 0.155
C -0.329 -1.018 -0.210
C 0.972 -0.424 -0.125
C -0.396 1.801 0.099
H -0.519 -2.187 -0.332
*
```

Summary:
HOMO-LUMO gap (alpha / beta)   8.81 / 7.68 eV
Molar mass   208.0 g mol⁻¹
<S²>   2.04
HOMO level (alpha / beta)   -0.3195 / -0.3660 Ha
DFT total energy   -16249.6040 eV
Energy above the lowest of the compared OMol25 structures with the same formula, charge and spin   0.9139 eV



The following is a quantum chemistry calculation of a structure of composition C19H27FN4O4S in a non-equilibrium geometry, from the OMol25 dataset.

```
! wB97M-V def2-TZVPD RIJCOSX def2/J DEFGRID3
* xyz 0 1
S 5.167 -2.819 3.171
F -3.176 2.237 -4.468
O 5.449 -3.182 4.558
O 5.750 -1.659 2.500
O -0.992 -2.129 1.828
O -0.296 3.050 -2.908
N 5.561 -4.169 2.218
N 2.558 -3.663 3.553
N -1.025 0.910 -3.138
N 0.377 -0.560 0.912
C 3.395 -2.776 2.916
C -3.169 3.689 -2.605
C -2.567 2.763 -3.378
C 1.292 -2.284 2.251
C -2.763 4.518 -1.399
C 0.467 0.670 1.715
C 0.701 0.363 -1.372
C 2.644 -1.929 2.114
C 0.309 0.358 -2.865
C 2.910 -4.742 4.458
C -3.731 5.555 -1.987
C -1.687 0.222 -0.332
C 0.140 -1.703 1.596
C -4.493 4.420 -2.688
C 1.284 -3.364 3.132
C -1.224 2.264 -3.126
C -2.087 -0.084 -2.923
C -0.259 -0.395 -0.413
C -2.658 -0.121 -1.489
H 5.884 -3.806 1.323
H -4.880 4.657 -3.680
H 6.309 -4.662 2.702
H 3.038 -1.133 1.495
H -3.498 0.574 -1.433
H -5.309 4.002 -2.095
H 1.698 -0.072 -1.296
H 0.807 1.400 -1.051
H -1.588 1.307 -0.279
H -2.168 -0.059 0.607
H -3.066 4.129 -0.426
H -3.102 -1.103 -1.320
H -0.524 1.054 1.959
H -4.307 6.125 -1.256
H -2.926 0.162 -3.574
H -1.796 -1.059 -3.319
H -1.721 4.836 -1.330
H 0.995 0.506 2.657
H 0.416 -0.611 -3.354
H -0.366 -1.401 -0.830
H 1.039 0.980 -3.390
H 1.008 1.449 1.178
H 2.050 -5.388 4.627
H 3.222 -4.316 5.411
H 0.444 -3.941 3.491
H 3.721 -5.330 4.028
H -3.258 6.264 -2.674
*
```

Summary:
HOMO-LUMO gap   9.43 eV
Molar mass   426.5 g mol⁻¹
HOMO level   -0.3264 Ha
DFT total energy   -47842.1507 eV
Energy above the lowest of the compared OMol25 structures with the same formula, charge and spin   1.4063 eV



The following is a quantum chemistry calculation of an isolated molecule of C24H22N2O5 in a non-equilibrium geometry, from the OMol25 dataset.

```
! wB97M-V def2-TZVPD RIJCOSX def2/J DEFGRID3
* xyz 0 1
O -9.124 -2.908 0.408
O 2.982 -0.999 0.286
O -10.313 -1.082 -0.064
O 3.484 -0.677 -1.885
O 2.781 1.599 -0.230
N -4.355 1.143 -0.434
N -3.174 0.566 -0.259
C -6.728 -1.582 0.155
C 5.828 -1.002 0.793
C -7.941 -0.918 -0.040
C 0.338 1.457 -0.326
C 7.780 -2.260 0.111
C 2.788 2.976 -0.551
C -0.800 0.655 -0.206
C -5.533 0.453 -0.303
C -5.537 -0.907 0.026
C 5.876 -2.174 -1.327
C 1.720 -0.452 0.110
C 7.122 -1.453 1.022
C -7.934 0.439 -0.368
C 1.606 0.922 -0.163
C -6.747 1.120 -0.499
C -2.104 1.249 -0.386
C 7.158 -2.620 -1.074
C 0.596 -1.249 0.235
C 2.481 3.857 0.656
C 5.200 -1.386 -0.397
C 3.827 -0.963 -0.767
C -9.234 -1.604 0.090
C 5.165 -0.108 1.794
C -0.661 -0.701 0.087
H 5.907 0.332 2.458
H 3.807 3.166 -0.901
H -6.734 -2.630 0.408
H -4.592 -1.403 0.172
H -6.745 2.170 -0.753
H -2.139 2.318 -0.637
H 7.671 -3.238 -1.794
H 4.458 -0.678 2.396
H 8.784 -2.600 0.321
H 0.209 2.504 -0.551
H -10.010 -3.296 0.477
H 7.624 -1.163 1.934
H -4.404 2.136 -0.675
H 3.203 3.666 1.447
H 0.727 -2.299 0.446
H 1.487 3.655 1.046
H 5.371 -2.431 -2.246
H -8.880 0.938 -0.516
H 4.612 0.688 1.300
H -1.546 -1.308 0.183
H 2.543 4.903 0.369
H 2.098 3.180 -1.377
*
```

Summary:
HOMO-LUMO gap   7.85 eV
Molar mass   418.4 g mol⁻¹
Structure (SMILES)   CCOc1cc(/C=N/Nc2ccc(C(=O)O)cc2)ccc1OC(=O)c1ccccc1C
HOMO level   -0.2840 Ha
DFT total energy   -38462.8250 eV
Energy above the lowest of the compared OMol25 structures with the same formula, charge and spin   0.9577 eV



The following is a quantum chemistry calculation of the ion C10H14N5 with charge +1 in a non-equilibrium geometry, from the OMol25 dataset.

```
! wB97M-V def2-TZVPD RIJCOSX def2/J DEFGRID3
* xyz 1 1
N -0.597 -0.135 1.084
N 0.391 -2.240 -0.485
N 1.228 2.387 -0.631
N 2.193 -1.005 -1.221
N -0.940 2.141 0.140
C 1.631 0.325 -1.490
C -0.805 -2.324 0.024
C -2.554 -3.151 1.244
C -1.246 -1.335 1.093
C 0.281 2.971 0.324
C -0.514 0.820 -0.141
C -1.813 -3.348 0.054
C 1.635 -2.052 -0.660
C -2.140 -1.966 1.957
C 1.001 0.986 -0.297
H 2.233 -2.931 -0.245
H 0.937 2.783 -1.484
H -0.723 0.261 1.997
H 0.969 0.116 -2.266
H -2.469 -1.563 2.823
H -1.145 0.295 -0.798
H 1.592 0.821 0.528
H 2.446 0.832 -1.907
H 0.504 2.801 1.345
H 0.038 4.133 0.146
H -3.278 -3.934 1.438
H -1.673 2.093 0.833
H 3.210 -1.040 -1.286
H -2.001 -4.242 -0.625
*
```

Summary:
HOMO-LUMO gap   6.29 eV
Molar mass   204.3 g mol⁻¹
Structure (SMILES)   C1=C/C2=[NH+]/[C@H]3NCN[C@@H]3CN/C=N/C2=C1
HOMO level   -0.4156 Ha
DFT total energy   -18036.9251 eV
Energy above the lowest of the compared OMol25 structures with the same formula, charge and spin   4.6284 eV



The following is a quantum chemistry calculation of a cluster of 5 separate species, C5H15N5O10 in total in a non-equilibrium geometry, from the OMol25 dataset.

```
! wB97M-V def2-TZVPD RIJCOSX def2/J DEFGRID3
* xyz 0 1
O 12.789 4.236 -20.121
O 8.966 0.806 -19.755
O 4.789 0.726 -20.546
O 5.733 0.611 -22.481
O 13.719 2.572 -19.171
O 9.564 3.314 -23.608
O 6.396 -3.174 -17.737
O 4.389 -2.400 -17.635
O 9.922 0.264 -17.909
O 9.048 4.853 -22.168
N 5.329 0.125 -21.447
N 12.864 3.433 -19.230
N 9.235 0.021 -18.879
N 8.891 3.756 -22.687
N 5.333 -3.006 -17.162
C 7.752 2.906 -22.174
C 8.673 -1.344 -18.959
C 5.163 -3.592 -15.817
C 11.881 3.432 -18.143
C 5.456 -1.352 -21.288
H 5.575 -1.620 -20.245
H 10.964 3.927 -18.437
H 4.484 -1.716 -21.624
H 12.312 4.019 -17.325
H 7.791 2.980 -21.097
H 6.238 -1.708 -21.946
H 11.780 2.438 -17.726
H 6.842 3.308 -22.608
H 7.949 1.954 -22.654
H 7.600 -1.269 -18.802
H 9.227 -1.984 -18.289
H 5.695 -4.537 -15.789
H 5.599 -2.943 -15.060
H 4.096 -3.678 -15.650
H 8.767 -1.736 -19.973
*
```

Summary:
HOMO-LUMO gap   9.89 eV
Molar mass   305.2 g mol⁻¹
Structure (SMILES)   C[N+](=O)[O-].C[N+](=O)[O-].C[N+](=O)[O-].C[N+](=O)[O-].C[N+](=O)[O-]
HOMO level   -0.3882 Ha
DFT total energy   -33339.4145 eV
Energy above the lowest of the compared OMol25 structures with the same formula, charge and spin   0.3705 eV



Number 8 is which compound? C5H15N5O10



Among the records above, which one has the highest molar mass? C24H22Cl2PRe



What is the energy above the lowest of the compared OMol25 structures with the same formula, charge and spin in the fifth record? 1.4063 eV